This record from OMol25 describes a 6-piece molecular cluster, C36H90O24P6 overall in a non-equilibrium geometry. The level of theory is wB97M-V/def2-TZVPD.

The geometry in XYZ format:
```
156
Properties=species:S:1:pos:R:3:lowdin_charge:R:1
C 5.41591 -9.84450 16.52013 -0.071
C 5.15342 -10.64341 17.77394 -0.262
O 4.69026 -9.79954 18.83507 -0.165
P 3.19138 -9.68263 19.29575 0.355
O 2.17385 -9.99318 18.29687 -0.224
O 3.22507 -8.23943 19.91769 -0.158
C 2.00349 -7.45581 19.87795 -0.259
C 2.37618 -6.00080 19.75267 -0.069
O 3.10801 -10.59125 20.59613 -0.159
C 2.68139 -11.95178 20.43490 -0.269
C 2.85510 -12.66814 21.75193 -0.072
H 4.50598 -9.39512 16.13156 0.079
H 6.16629 -9.08089 16.74921 0.081
H 5.91980 -10.44068 15.75739 0.077
H 4.37988 -11.39015 17.57955 0.107
H 6.06731 -11.12218 18.11786 0.121
H 1.29894 -7.78753 19.11459 0.103
H 1.48696 -7.67544 20.81736 0.121
H 1.48195 -5.44445 19.46450 0.079
H 2.67720 -5.58898 20.71758 0.077
H 3.19229 -5.83282 19.05544 0.082
H 1.62484 -11.93666 20.17117 0.088
H 3.26395 -12.47063 19.66994 0.116
H 2.45874 -13.67956 21.80786 0.077
H 3.91595 -12.75448 22.01825 0.083
H 2.43638 -12.08116 22.57026 0.078
C -5.32165 -19.66549 12.66226 -0.062
C -4.89679 -18.22065 12.71370 -0.238
O -5.41466 -17.50616 11.56030 -0.176
P -4.56977 -16.33605 10.93309 0.374
O -3.37230 -16.61781 10.14150 -0.213
O -5.66267 -15.51738 10.11684 -0.166
C -6.84537 -16.12516 9.61020 -0.280
C -7.27021 -15.40688 8.33437 -0.060
O -4.29201 -15.43583 12.20689 -0.159
C -3.34144 -14.38261 12.19170 -0.290
C -3.75760 -13.12069 11.48883 -0.066
H -4.90498 -20.17938 11.80176 0.048
H -5.06383 -20.19476 13.58120 0.086
H -6.40864 -19.77866 12.61942 0.088
H -5.22810 -17.71181 13.61662 0.127
H -3.81012 -18.15637 12.63389 0.078
H -6.74648 -17.19394 9.39775 0.095
H -7.63181 -16.13300 10.37082 0.119
H -8.35873 -15.46424 8.28701 0.077
H -7.06577 -14.33649 8.36424 0.077
H -6.72847 -15.83333 7.49497 0.076
H -2.94067 -14.18086 13.18760 0.121
H -2.41445 -14.73965 11.71965 0.102
H -2.88995 -12.46236 11.43423 0.078
H -4.03696 -13.33576 10.45689 0.075
H -4.56607 -12.62376 12.02423 0.081
C -0.86565 -10.05450 19.65368 -0.063
C -1.35605 -11.41230 20.09872 -0.237
O -0.71129 -11.71811 21.36325 -0.192
P -0.97451 -13.15183 21.96371 0.351
O -0.99288 -14.26941 21.02778 -0.207
O 0.09516 -13.23063 23.10733 -0.199
C 0.24829 -14.43203 23.88263 -0.255
C 1.32105 -14.18950 24.91164 -0.069
O -2.33385 -12.92403 22.77631 -0.177
C -2.56918 -11.68567 23.45389 -0.279
C -3.84360 -11.82591 24.24630 -0.072
H -1.00013 -9.25946 20.38516 0.081
H 0.15055 -10.13528 19.26544 0.041
H -1.45290 -9.70946 18.79360 0.089
H -2.43209 -11.35880 20.29332 0.120
H -1.13697 -12.19063 19.37235 0.098
H -0.68884 -14.57323 24.43355 0.120
H 0.37772 -15.30646 23.24699 0.121
H 1.45354 -15.08663 25.51976 0.082
H 2.29531 -13.91770 24.50716 0.070
H 1.00011 -13.39233 25.58279 0.082
H -1.73289 -11.48177 24.12969 0.121
H -2.64790 -10.85775 22.74970 0.112
H -4.64053 -12.14476 23.57026 0.082
H -3.77158 -12.59252 25.01482 0.078
H -4.11612 -10.85354 24.65607 0.080
C 2.63438 -18.41672 8.89567 -0.063
C 3.32926 -17.94706 10.16333 -0.253
O 4.50212 -17.21407 9.77866 -0.183
P 5.22129 -16.22948 10.79278 0.319
O 4.93954 -16.46198 12.19862 -0.206
O 6.71787 -16.33032 10.36761 -0.181
C 7.58781 -17.46683 10.60455 -0.227
C 7.34385 -18.54749 9.59810 -0.081
O 4.78628 -14.83888 10.19493 -0.165
C 4.87328 -13.67734 11.05331 -0.259
C 6.18280 -12.93767 10.82494 -0.071
H 1.99788 -19.26597 9.16305 0.078
H 1.90614 -17.65555 8.60752 0.074
H 3.30332 -18.66116 8.07935 0.077
H 2.62509 -17.36363 10.75450 0.101
H 3.67321 -18.78937 10.76513 0.119
H 8.60842 -17.10214 10.53714 0.118
H 7.35573 -17.76341 11.62791 0.119
H 8.20177 -19.22956 9.65266 0.081
H 6.42693 -19.11223 9.74927 0.072
H 7.35374 -18.22402 8.55685 0.086
H 4.05504 -13.03642 10.73468 0.111
H 4.82934 -13.98242 12.09801 0.106
H 7.04887 -13.59424 10.90162 0.072
H 6.21473 -12.48176 9.83301 0.079
H 6.27413 -12.11934 11.54173 0.077
C 0.67464 -13.89184 17.98609 -0.073
C 1.25838 -14.71248 16.86582 -0.256
O 0.24776 -14.86349 15.86374 -0.164
P 0.56719 -15.66427 14.54556 0.342
O 1.58315 -16.70888 14.63790 -0.208
O 0.87715 -14.53036 13.49132 -0.162
C 1.39624 -14.86599 12.20025 -0.243
C 0.81534 -13.88311 11.18568 -0.055
O -0.85650 -16.14759 14.07072 -0.181
C -1.39343 -17.42072 14.49395 -0.229
C -1.77627 -17.44295 15.97899 -0.056
H 0.41619 -12.89100 17.63396 0.083
H -0.19276 -14.36525 18.45036 0.071
H 1.35370 -13.79148 18.83539 0.065
H 2.18865 -14.27235 16.50601 0.123
H 1.48266 -15.70516 17.26474 0.121
H 2.46341 -14.64409 12.20459 0.098
H 1.22031 -15.89264 11.89024 0.108
H -0.21112 -13.59977 11.42931 0.062
H 1.40559 -12.97224 11.10730 0.068
H 0.73460 -14.34799 10.20022 0.080
H -2.25354 -17.61373 13.86682 0.085
H -0.57378 -18.12440 14.34641 0.107
H -2.62498 -18.13412 16.02523 0.071
H -0.95974 -17.85629 16.56485 0.078
H -2.13417 -16.49601 16.37368 0.081
C -3.17267 -25.53625 8.47857 -0.073
C -3.24937 -24.21095 7.76097 -0.255
O -2.44045 -23.24749 8.45943 -0.165
P -3.07653 -22.22114 9.45394 0.361
O -4.35457 -22.60335 10.06395 -0.222
O -1.88478 -22.01805 10.48198 -0.147
C -2.09027 -21.92226 11.87612 -0.274
C -2.03619 -20.50429 12.40783 -0.066
O -3.07792 -20.90295 8.58178 -0.163
C -3.91368 -19.80007 9.00212 -0.262
C -5.16503 -19.77160 8.16130 -0.047
H -2.17544 -25.79319 8.83553 0.080
H -3.83507 -25.48100 9.34518 0.077
H -3.48992 -26.39608 7.88542 0.076
H -2.92632 -24.23366 6.72155 0.118
H -4.28156 -23.85497 7.74225 0.111
H -2.97333 -22.45414 12.23239 0.114
H -1.25436 -22.44457 12.35252 0.118
H -1.01673 -20.15685 12.56305 0.079
H -2.54727 -19.90379 11.64412 0.065
H -2.58290 -20.24250 13.31401 0.067
H -4.14770 -19.82829 10.06723 0.071
H -3.26759 -18.92782 8.90755 0.113
H -5.80055 -20.63617 8.33083 0.081
H -5.66302 -18.80602 8.25708 0.059
H -4.84391 -19.78914 7.11436 0.084
```

Its energy relative to the best compared isomer or geometry (same formula, charge and spin) is 27.18 kJ/mol. The maximum force comes out at 2.3 eV Å⁻¹. As for the structure (SMILES): CCOP(=O)(OCC)OCC.CCOP(=O)(OCC)OCC.CCOP(=O)(OCC)OCC.CCOP(=O)(OCC)OCC.CCOP(=O)(OCC)OCC.CCOP(=O)(OCC)OCC.